[1]
# C42H54BClN5O4S2SbV

A molecular structure, C42H54BClN5O4S2SbV (the ωB97M-V functional and the def2-TZVPD basis, the Open Molecules 2025 dataset).

```
! RIJCOSX wB97M-V def2-TZVPD def2/J DEFGRID3
* xyz -2 4
Sb -3.342 1.675 2.256
V -0.110 -0.507 0.247
Cl -1.455 4.927 -1.901
S -1.821 -0.617 -2.290
S 2.662 -0.458 -1.283
O 0.475 -2.153 -5.167
O 0.412 2.917 -0.735
O -0.516 -1.127 -1.678
O -1.117 1.286 -0.503
N -3.047 -1.326 0.994
N 2.029 -1.565 -3.613
N 2.715 -3.038 -1.963
N 0.335 -2.369 0.716
N 0.572 0.178 1.663
C 4.882 -0.996 3.983
C -3.599 0.160 3.790
C 1.216 0.737 2.608
C 1.571 -2.468 -4.639
C -5.182 1.191 -0.215
C -0.098 4.261 2.840
C -0.123 1.236 -3.388
C 3.821 -3.553 -4.933
C -1.905 1.995 -5.372
C 3.151 -4.877 -0.396
C -1.899 3.303 -1.302
C -0.326 4.398 4.202
C 0.420 -3.473 1.050
C 4.580 -4.550 -5.505
C -2.308 -0.215 4.510
C 0.719 2.022 3.184
C 2.601 -5.567 -6.420
C 1.826 -4.572 -5.877
C -0.672 2.632 -5.283
C 2.451 -1.779 -2.345
C 2.807 -1.173 2.779
C 4.186 -5.633 -1.225
C -0.717 2.459 -0.811
C 4.562 0.308 4.332
C 3.368 0.872 3.907
C -0.308 3.750 -6.223
C 2.474 0.138 3.125
C 0.419 3.078 2.331
C -1.350 0.608 -3.502
C -2.252 0.989 -4.484
C 0.512 2.170 4.554
C 0.209 2.240 -4.282
C 2.402 -3.535 -5.083
C -2.238 -1.957 -3.422
C 3.993 -5.583 -6.243
C -1.940 -0.996 0.888
C -4.251 3.204 3.541
C 3.163 -3.372 -0.616
C -5.251 1.214 1.310
C 3.997 -1.734 3.205
C -4.389 4.543 2.819
C -0.017 3.348 5.060
B 0.526 -4.971 1.537
H -6.130 0.867 -0.657
H -3.999 -0.705 3.265
H 1.598 -0.657 -3.718
H 0.740 1.346 5.220
H -2.187 -2.860 -2.815
H 0.755 -4.553 -6.031
H -2.591 3.433 -0.471
H 5.818 -1.433 4.309
H -4.861 5.312 3.440
H -2.408 2.783 -2.110
H 5.199 -5.331 -0.946
H -3.615 3.313 4.424
H -3.411 4.920 2.512
H 0.592 2.967 1.268
H -0.199 3.444 6.124
H -4.401 0.505 -0.547
H -5.531 0.230 1.689
H -2.606 2.290 -6.144
H 4.063 -5.444 -2.291
H -0.330 5.073 2.162
H -1.556 -0.558 3.796
H 0.559 0.970 -2.587
H -4.994 4.440 1.913
H -1.506 -1.990 -4.232
H -5.983 1.945 1.663
H 4.305 -2.754 -4.385
H 1.168 2.734 -4.180
H 4.174 -2.973 -0.486
H -4.951 2.180 -0.619
H -0.994 3.793 -7.069
H 2.127 -6.355 -6.996
H 4.600 -6.367 -6.679
H 2.117 -1.743 2.172
H 3.322 -5.055 0.667
H -3.255 -1.808 -3.781
H 4.236 -2.751 2.922
H -3.221 0.510 -4.561
H -0.748 5.314 4.597
H 2.526 -2.880 0.118
H 5.658 -4.528 -5.382
H -1.893 0.636 5.051
H -2.472 -1.022 5.231
H -0.322 -5.111 2.395
H 1.645 -5.139 1.986
H 0.318 -5.696 0.585
H 5.247 0.894 4.932
H 0.705 3.622 -6.607
H 3.135 1.896 4.170
H -0.347 4.711 -5.705
H -5.225 2.838 3.876
H 2.147 -5.258 -0.601
H 2.271 -3.771 -2.504
H -4.349 0.530 4.495
H 4.099 -6.709 -1.067
*
```

Energy relative to the best compared isomer or geometry (same formula, charge and spin), eV: 0.0000
HOMO (spin up / spin down), eV: -0.228 / -3.514
Frontier orbital gap (spin up / spin down), eV: 4.1620 / 7.4460
E_LUMO (spin up / spin down), eV: 3.93 / 3.93

***

[2]
# C42H54CsN14O3S2

A molecular structure, C42H54CsN14O3S2 (the ωB97M-V functional and the def2-TZVPD basis, the Open Molecules 2025 dataset).

```
! RIJCOSX wB97M-V def2-TZVPD def2/J DEFGRID3
* xyz -1 1
Cs 11.744 13.398 14.497
S 5.779 13.859 16.907
S 11.168 15.420 18.031
O 10.101 16.307 18.459
O 9.810 17.625 8.596
O 10.779 14.021 17.990
N 8.112 9.543 14.509
N 6.774 13.989 13.674
N 8.721 10.318 15.392
N 8.559 9.950 13.241
N 7.357 13.782 19.193
N 7.281 11.898 18.044
N 7.846 16.162 15.328
N 13.287 16.949 15.302
N 9.143 16.902 13.611
N 9.498 17.826 10.846
N 9.480 11.288 14.742
N 11.811 15.755 16.616
N 12.208 14.566 11.261
N 7.915 14.730 11.888
C 9.991 17.231 9.733
C 8.479 17.315 15.748
C 12.435 16.933 16.350
C 13.773 19.288 15.764
C 13.119 16.130 21.595
C 6.852 13.180 18.065
C 14.321 15.443 21.423
C 11.325 15.558 11.150
C 9.269 17.747 14.689
C 13.972 10.479 14.625
C 14.514 14.794 20.185
C 11.401 15.425 8.742
C 15.373 15.310 22.520
C 15.669 13.135 12.589
C 15.391 12.247 15.027
C 8.256 15.958 14.029
C 14.729 11.131 15.637
C 8.377 12.957 19.817
C 12.398 15.506 19.393
C 14.235 11.113 13.382
C 7.372 8.430 11.566
C 13.582 14.793 19.192
C 12.790 19.319 16.760
C 6.589 7.530 12.579
C 8.229 11.604 19.066
C 12.278 14.357 8.895
C 9.349 11.042 13.471
C 15.082 12.243 13.611
C 8.701 8.967 12.176
C 12.154 16.169 20.595
C 16.232 13.295 15.668
C 14.712 10.813 17.086
C 13.685 10.699 12.073
C 12.173 18.128 17.124
C 13.230 9.194 14.766
C 12.648 13.945 10.147
C 6.357 13.255 12.605
C 6.554 9.529 10.882
C 13.963 18.054 15.085
C 7.101 13.700 11.504
C 10.923 16.048 9.900
C 7.721 14.900 13.215
H 16.491 12.649 11.982
H 6.462 13.892 14.666
H 12.940 16.602 22.577
H 13.744 14.376 18.185
H 14.880 13.449 11.863
H 9.961 18.585 14.661
H 7.258 14.797 19.313
H 14.793 17.991 14.347
H 9.803 11.589 12.647
H 13.416 11.600 11.477
H 16.257 15.961 22.301
H 8.921 18.627 10.638
H 12.547 20.279 17.219
H 12.654 13.836 8.007
H 13.699 10.905 17.541
H 6.293 8.194 13.382
H 14.384 10.093 11.458
H 16.155 14.044 12.965
H 12.258 9.345 15.253
H 13.392 13.135 10.243
H 15.050 9.770 17.286
H 13.086 8.691 13.827
H 11.103 15.857 7.795
H 15.933 14.311 15.348
H 9.324 17.319 11.698
H 6.880 11.212 17.408
H 5.618 12.495 12.623
H 8.164 12.846 20.902
H 9.274 8.104 12.601
H 15.746 14.258 22.598
H 7.788 7.729 10.790
H 5.693 7.138 12.098
H 7.177 6.691 12.970
H 13.774 8.504 15.426
H 16.128 13.225 16.767
H 9.267 9.410 11.305
H 11.459 18.017 17.982
H 9.189 11.242 18.661
H 8.362 17.705 16.777
H 17.302 13.119 15.433
H 7.068 13.349 10.508
H 10.964 15.999 12.078
H 5.670 9.078 10.390
H 14.970 15.610 23.491
H 14.369 20.151 15.455
H 7.241 15.519 15.860
H 12.759 10.121 12.186
H 9.403 13.361 19.741
H 15.367 11.518 17.615
H 11.212 16.701 20.747
H 6.259 10.295 11.601
H 15.478 14.296 20.026
H 7.880 10.756 19.706
H 7.160 9.982 10.070
*
```

Energy relative to the best compared isomer or geometry (same formula, charge and spin), eV: 0.8529
HOMO, eV: -3.008
Frontier orbital gap, eV: 4.7563
E_LUMO, eV: 1.75

***

[3]
# C42H55F10O31

11 unconnected molecules or ions with the total composition C42H55F10O31 (the ωB97M-V functional and the def2-TZVPD basis, the Open Molecules 2025 dataset).

```
! RIJCOSX wB97M-V def2-TZVPD def2/J DEFGRID3
* xyz -1 1
F 5.747 -1.851 10.009
F -11.173 -9.025 2.308
F 0.035 -5.671 1.819
F 3.551 0.018 5.651
F -6.099 10.941 2.437
F 0.686 5.100 2.093
F -2.689 -5.871 -1.529
F -4.882 -8.650 2.185
F -4.286 6.447 1.218
F 5.602 -2.152 1.060
O -3.923 9.432 4.472
O 2.450 0.801 3.836
O -5.445 15.073 0.977
O 4.020 0.586 -5.189
O 3.155 -1.915 -1.353
O -6.211 -6.664 -0.289
O 4.130 -3.461 -0.055
O 8.812 -2.062 6.814
O 2.901 -5.469 3.708
O -1.350 -3.617 -3.762
O 7.578 -1.848 8.687
O -0.814 6.535 -1.823
O -6.805 -8.376 1.033
O 0.999 -4.335 3.368
O 1.907 1.062 1.665
O 2.409 -3.701 5.008
O 2.334 -4.010 -1.303
O -4.522 7.956 2.880
O -14.735 -6.921 0.714
O -2.493 -3.641 -1.828
O -13.171 -8.332 1.514
O -3.997 13.605 1.873
O 3.074 -0.743 2.328
O -2.474 8.875 2.846
O -6.115 12.979 1.468
O -12.557 -6.371 0.611
O 6.587 -1.775 6.673
O -0.335 6.072 0.328
O -1.693 -1.699 -2.649
O -8.344 -7.374 -0.271
O 0.270 4.640 -1.291
C 1.172 -0.889 -3.607
C 2.829 -0.358 4.559
C 6.282 -1.308 8.884
C 2.428 0.437 2.525
C -2.734 -4.878 -2.465
C 7.234 1.970 -4.543
C 8.717 1.475 -4.493
C -2.509 7.889 1.809
C 2.128 -4.436 4.116
C -7.227 -7.460 0.121
C -5.368 11.793 1.676
C -11.779 -8.415 1.256
C -3.663 8.812 3.496
C -0.018 4.841 0.961
C 5.044 -2.378 -0.164
C 3.677 -1.102 3.572
C 1.526 1.402 -4.797
C 2.164 -6.181 2.709
C 1.663 -0.139 -4.877
C -0.335 5.816 -1.012
C 0.053 1.916 -4.699
C 3.189 -0.535 -5.049
C -11.377 -6.973 1.149
C 4.158 -1.246 -0.584
C 6.436 1.027 -5.557
C 3.129 -3.201 -0.942
C 7.762 -1.912 7.338
C -3.984 7.715 1.590
C -5.071 -6.992 0.510
C -4.157 12.291 2.413
C -1.830 -2.867 -2.738
C -5.389 -8.390 0.954
C -13.599 -7.180 0.927
C -0.945 1.159 -5.625
C -0.493 1.988 -3.231
C 0.826 4.148 -0.068
C 5.548 -1.755 7.653
C -1.591 -4.983 -3.434
C -5.209 13.994 1.400
C 6.679 1.927 -3.098
C 1.216 -5.130 2.209
C 5.387 0.097 -4.867
H 1.615 -4.506 1.406
H -4.320 12.357 3.490
H 7.187 2.999 -4.952
H 4.720 -0.776 3.583
H -10.523 -6.825 0.491
H 6.352 -0.224 9.000
H 0.871 -1.913 -3.923
H -3.274 11.681 2.229
H -0.940 4.313 1.218
H 1.935 -0.896 4.882
H 1.957 -1.018 -2.853
H -0.922 2.963 -2.954
H 9.415 2.215 -4.053
H 8.748 0.534 -3.914
H -5.070 -9.169 0.257
H -5.001 -6.296 1.348
H -11.155 -6.530 2.123
H 2.823 -6.557 1.929
H -5.150 11.325 0.713
H 0.290 -0.454 -3.113
H 0.299 1.647 -2.535
H 5.828 -2.629 -0.881
H 1.099 -0.529 -5.748
H 2.172 1.844 -4.014
H 5.129 -2.758 7.760
H 1.878 4.433 -0.006
H 6.727 0.905 -2.679
H 3.644 -2.177 3.722
H -0.549 1.060 -6.655
H -1.852 1.800 -5.702
H -3.722 -4.862 -2.932
H 1.645 -7.023 3.172
H 3.546 -1.050 -4.123
H 5.614 2.224 -3.030
H -1.845 -5.560 -4.322
H 0.078 2.963 -5.077
H -4.421 8.418 0.876
H 1.925 1.803 -5.753
H -0.696 -5.411 -2.977
H -2.030 6.974 2.161
H 9.057 1.272 -5.529
H 6.014 1.629 -6.399
H 0.751 3.064 -0.012
H -4.154 -6.935 -0.072
H 7.281 2.567 -2.410
H 4.753 -1.070 7.368
H -1.275 0.189 -5.214
H -1.990 8.236 0.918
H 4.685 -0.503 -1.185
H 7.194 0.342 -6.004
H 3.308 -1.257 -5.890
H 5.463 -0.888 -5.418
H -1.301 1.226 -3.144
H -11.608 -8.999 0.349
H 3.686 -0.747 0.261
*
```

HOMO, eV: -1.759
Frontier orbital gap, eV: 2.9835
E_LUMO, eV: 1.22